Density functional theory data (ωB97M-V/def2-TZVPD) for a cluster of 6 separate species, C50H61F5IN4O5 in total.

ORCA input file:
```
! RIJCOSX wB97M-V def2-TZVPD def2/J DEFGRID3
* xyz 1 1
H 4.83139 -4.99278 6.07972
N -4.05590 1.50927 1.20237
F 5.14236 -0.50623 1.99079
H -2.46825 -0.43156 2.30997
H -8.11436 -6.82868 -1.54516
H -2.05203 4.20150 2.95646
H 8.30097 1.32166 4.59890
H -6.49762 -3.72445 2.75958
C 0.84677 -0.18232 0.03662
H 11.84119 4.54280 -9.41878
H -0.08051 2.82570 3.84570
O -0.73850 -3.01349 -0.12530
H 1.70948 -0.34626 0.68569
H 0.85702 -0.99385 -0.69278
C 9.83030 5.27966 -6.79851
H 0.48235 1.22315 -1.61290
C -1.77329 -0.24535 0.25878
H -6.73317 -0.60517 0.49364
C -2.74050 1.81755 0.87470
C 6.22609 1.47674 1.34435
O -7.21051 -4.01068 2.18056
F 6.82598 3.39145 -3.62879
C 7.90600 2.41365 2.79254
H 7.27294 1.60683 -5.44347
H -5.01205 1.83206 -0.68349
H -10.31922 -7.79586 -2.18371
C 6.06019 0.45399 2.25568
C 3.48238 -3.45624 6.73118
H -5.46468 4.20579 1.13223
H -3.85405 4.06811 0.40349
H 0.23340 -5.39300 1.89453
C -2.45205 3.18748 2.90822
H -7.21006 -1.78108 3.24862
C 3.34543 -2.11596 7.06632
H -7.15132 0.49795 1.78213
H 8.63517 3.18393 3.00412
C -7.57282 -1.56549 2.23806
H -0.35240 0.56687 1.64974
C -9.91743 -5.92697 1.17386
N -2.03653 2.59637 1.63207
C -11.25597 -7.11759 -0.38950
C 9.72022 4.27048 -9.39041
C 6.04991 3.20006 -4.71774
C 6.39081 2.20854 -5.61554
H 11.94636 5.43576 -7.11619
C 8.57919 4.41551 -8.62762
H 5.84572 1.25380 -7.44899
C 7.71900 1.36887 3.68797
C 8.60653 4.91494 -7.34142
H 9.65019 3.87353 -10.39385
O -1.99845 -4.33862 1.16938
C -0.39528 -0.25644 0.92393
H 7.30303 3.27630 0.92133
H -2.79194 -2.89223 -0.35262
C 5.65408 -1.78121 6.61560
C -1.88206 -2.57561 -0.86045
C -1.85452 -1.06827 -1.03648
C -6.70628 -0.48004 1.58212
C 6.78667 0.37497 3.42534
H -2.99470 -1.73372 1.28054
H -2.78452 -0.81690 -1.56261
C 4.15432 3.81183 -6.01975
H -2.77015 1.12227 -0.94273
H -1.08661 2.76638 1.31673
C 0.35992 -4.78178 1.00455
C 5.82201 -3.10763 6.27374
H -5.16193 0.03703 3.00683
C 1.02354 1.15922 -0.67252
C -4.61014 4.17442 -1.94988
C -1.91718 2.35461 4.07045
H 3.85854 2.67854 -7.81692
H 0.61515 -5.41629 0.15462
H 4.71669 4.77341 -4.16602
H 2.38374 -1.72997 7.37831
C -5.04318 2.21603 0.34679
O -4.93120 3.80291 -3.02321
F 7.39123 4.05418 -9.15835
H -4.53453 -0.22567 0.06301
H -8.58009 -1.16573 2.36700
H -1.87230 -3.05708 -1.84096
H -12.01566 -6.37152 1.46069
H -7.06729 -2.78170 0.50664
H -9.80486 -5.41561 2.12168
C 4.71923 -3.94766 6.33619
F -12.44815 -7.63797 -0.74089
N -0.71196 2.24952 4.40844
C 5.58907 2.02248 -6.73242
C 10.99496 5.14785 -7.54256
H 3.28924 4.44215 -6.17917
H 6.79612 -3.46634 5.97065
H -4.98407 -1.55819 2.27304
H 4.35993 -0.21606 7.27370
H -3.62120 4.62497 -1.73544
H -8.67831 -3.08342 1.14096
C -4.89871 3.73984 0.32773
I 3.06704 1.50053 -1.16516
H -6.02659 1.96287 0.73485
H -3.53657 3.23469 2.93635
H -1.04166 -0.77136 -1.70263
H -7.87112 -5.64056 0.61975
H 6.62301 -0.44332 4.11236
H 1.16555 -4.06454 1.16089
H 5.62735 1.48448 0.44447
C 4.43798 -1.26211 7.01092
C 4.47293 2.82182 -6.93854
H 0.72678 1.98637 -0.02850
C -8.96313 -6.72449 -0.88162
C 4.94457 4.00757 -4.89527
C -2.83845 -0.65484 1.30063
C -4.19889 0.01109 1.08554
C -8.82505 -6.05405 0.32667
H -2.65972 1.79386 4.63953
H 7.68455 5.01099 -6.78267
C 10.93587 4.64498 -8.83511
C -5.24946 -0.51608 2.06752
H 9.87123 5.66716 -5.78901
H 2.62855 -4.11840 6.78329
C -7.64887 -2.87804 1.43393
C -10.18673 -7.26585 -1.25051
C 7.15880 2.46564 1.62354
C -0.92361 -4.07157 0.71994
H -0.33265 -1.16675 1.52417
N -2.10039 1.19638 -0.17816
F 6.72230 -0.95661 6.55864
O -5.46037 4.22369 -0.88608
C -11.14964 -6.45772 0.81879
*
```

HOMO energy: -10.225 eV
E_tot: -3333.82041 Eh
HOMO-LUMO gap: 6.3788 eV


Density functional theory data (ωB97M-V/def2-TZVPD) for a structure of composition C11H15AsO8PdSSe2.

ORCA input file:
```
! RIJCOSX wB97M-V def2-TZVPD def2/J DEFGRID3
* xyz -2 1
H -1.34053 -2.59708 -3.94133
H 1.66841 0.25313 5.33799
H -0.58425 -2.93977 4.83186
C 0.08397 0.36370 4.21118
Pd 0.38312 -0.02903 0.08047
C -1.06530 -1.46758 2.89323
Se -1.46346 -0.20732 1.46641
O -2.98062 -0.10580 -2.78510
C -0.22042 -1.95044 5.13884
O 1.32001 3.30941 -1.83146
C -0.52720 0.84121 -4.16478
H 0.62609 -2.27662 6.86488
H 0.47734 0.92394 3.36385
C -0.86858 0.83818 -5.51528
O 1.73683 0.88624 -1.68085
H -0.83686 -2.42377 2.42073
H 2.20026 -1.54974 4.00810
O 0.93713 -2.12897 5.96974
H -1.55509 0.08486 -5.87828
C 1.39837 -1.62238 3.27116
C 0.89076 2.75705 -4.59324
O -0.48690 1.71582 -1.30835
C 0.54627 2.73375 -5.93677
O -1.42967 -1.75734 -4.40663
H -0.93819 0.70504 4.38545
C -0.34084 1.77261 -6.39605
O 0.80780 0.67669 5.40964
H 1.28251 -2.68420 3.04111
H -0.62981 1.75004 -7.44128
Se 2.06212 -0.69271 1.68479
As -1.42180 -0.53125 -3.06838
H 0.96113 3.46920 -6.61714
O -0.45768 -1.24943 -1.93814
S 0.78941 1.97460 -1.98687
H 1.55934 3.51054 -4.19920
C 0.35798 1.82073 -3.71637
C 0.07475 -1.13020 3.87546
H -1.01626 -1.44735 5.69984
H -2.00011 -1.59576 3.45076
*
```

HOMO energy: -1.564 eV
Energy relative to the best compared isomer or geometry (same formula, charge and spin): 136.4 kJ/mol
E_tot: -8594.86034 Eh
HOMO-LUMO gap: 5.8347 eV


Density functional theory data (ωB97M-V/def2-TZVPD) for a structure of composition C19H12Cl2F2IN3O6SW at a distorted geometry.

ORCA input file:
```
! RIJCOSX wB97M-V def2-TZVPD def2/J DEFGRID3
* xyz 0 3
H 4.63412 -1.77764 -4.38728
W -0.18467 -0.17396 0.29535
F 2.56680 1.83397 4.48582
F 4.31290 -2.12366 2.76807
C 4.38062 1.51466 -3.58916
C 3.44216 -0.14589 3.65329
H -1.93541 -1.23250 -4.62458
C 0.27368 2.98919 3.27837
C 3.33720 1.44073 -2.68429
C 4.26915 -0.88066 -3.90708
H 2.77216 -1.90172 -2.75706
C 1.42756 -0.22629 1.69127
C 3.22910 -0.95092 -2.99688
O -0.82959 -4.29791 0.07847
H -3.10929 -0.62269 -3.41522
N -0.76354 -1.89172 0.81974
C 1.65845 0.13171 -1.42762
O 1.10268 1.14973 -0.92220
H 4.21723 -0.11149 4.40456
Cl -1.68422 -2.26641 -2.53662
C -2.08326 -0.91730 -3.59913
C 0.47025 1.89046 2.44328
H 0.84756 3.08419 4.18358
C 2.76310 0.20901 -2.38587
N -2.98766 0.26306 0.61313
S -1.15548 -3.32388 1.11417
C 3.37622 -1.16254 2.71976
H -0.80184 4.80828 3.57999
H 2.96021 2.33300 -2.20267
O -4.16903 0.33712 0.41181
C -1.16846 2.70475 0.99116
Cl -1.05661 0.50423 -3.32241
H -2.09294 4.57069 1.44209
O -2.16363 0.26803 -0.40270
H 4.83422 2.46742 -3.82344
C -0.65032 3.95488 2.93213
N -0.28688 1.75529 1.32893
O 1.19088 -0.99441 -1.04352
H -1.72092 2.53163 0.07698
H 2.40376 -2.04664 1.04659
I 6.41183 0.46105 -5.56309
C -1.37248 3.82968 1.75462
C 1.46600 0.82863 2.62557
C 2.47917 0.83546 3.58114
C 4.83978 0.35192 -4.19524
O -2.45375 0.15998 1.72695
C 2.39869 -1.22175 1.74787
*
```

HOMO energy (spin up / spin down): -7.999 / -9.134 eV
Energy relative to the best compared isomer or geometry (same formula, charge and spin): 0.0 kJ/mol
E_tot: -3229.98059 Eh
HOMO-LUMO gap (spin up / spin down): 7.4100 / 7.8086 eV


Density functional theory data (ωB97M-V/def2-TZVPD) for a structure of composition C39H30AsF9MgN3O3S.

ORCA input file:
```
! RIJCOSX wB97M-V def2-TZVPD def2/J DEFGRID3
* xyz -1 1
C -0.86261 3.71493 0.51086
C -4.90962 0.51669 0.85722
H -3.36457 3.02490 -0.81007
H -0.44817 -2.71875 -4.57944
H -2.33923 -4.83900 -1.38607
C -0.47497 4.97512 0.94473
H 0.74438 6.70101 0.56055
F 5.42128 1.63217 -0.32350
H -4.04031 -1.40521 1.26912
C 0.44433 5.71772 0.21846
S -1.79807 -4.98548 1.27478
F 4.32052 1.90778 -2.67945
C -2.50123 1.09512 -0.42499
F 4.80467 -2.04163 -2.26264
H -0.88569 5.36946 1.86679
C -2.12597 -4.82818 4.08373
N -0.87427 -2.58171 1.49663
F 3.27670 1.92565 -0.12188
C -1.12607 -2.19853 3.91628
C 0.13409 -2.15318 -2.59172
N 0.67007 0.23459 1.68366
C -1.63268 -4.09123 -1.73200
F 6.22030 -0.43476 -1.92152
C -3.51429 2.04763 -0.36394
O 3.37786 -2.73808 1.94043
H -1.44313 -2.13236 6.02543
O 2.82035 -0.76467 -0.93387
H 0.62156 1.96915 -3.82773
C 3.90103 -0.06417 -1.25975
H 0.00271 2.45243 -6.13999
Mg 1.22782 -1.11098 0.13355
H 0.82638 -1.40278 -2.96678
C 4.24338 0.99485 -0.15789
H 3.52741 -2.96129 1.01480
C -0.34705 3.18413 -0.66510
C -4.71334 1.76172 0.27416
C -2.73436 1.81890 -3.50589
H 1.05490 3.51602 -2.26386
O -0.22446 1.13385 1.54957
C 3.68912 0.71580 -2.62421
H 0.12102 1.54529 3.77127
H 3.89673 -0.40519 4.04075
H 1.72779 5.73794 -1.50299
C 5.10813 -1.03441 -1.43827
F 2.38834 0.95358 -2.80923
C 0.00155 -2.32184 -1.20665
As -0.77471 1.37162 -1.28696
H 0.69623 0.31510 4.91278
C -1.74032 -4.28910 2.86130
C -3.08588 2.06767 -4.82640
H -2.03465 -4.46698 -3.80506
H -2.29853 -4.44203 6.17532
H -5.49228 2.51376 0.32086
C -1.13402 -3.49598 0.61994
C 0.98838 5.18261 -0.93855
C 2.23678 -1.03775 2.88183
C -0.58037 -2.90089 -3.51837
H -1.54024 3.12761 1.11504
C -1.22324 -2.98835 2.77010
C 3.11639 -1.16883 4.08695
C -2.10959 2.31252 -5.77871
C -1.51225 -2.73492 5.12829
F 4.29189 0.42236 1.05483
F 4.11086 0.01717 -3.69609
H 3.58940 -2.14435 4.13506
C 0.59732 3.92297 -1.37210
H -2.52203 -5.83352 4.15083
N 2.33379 -1.81090 1.86218
C 1.26384 0.04669 2.83556
H -2.38495 2.50679 -6.80820
C 0.96074 0.90270 4.02906
H -3.51639 1.61565 -2.78677
H -4.13202 2.06531 -5.10938
C -1.40014 1.81353 -3.10935
C -2.00154 -4.04341 5.21328
H 2.53969 -0.99312 4.99281
H -0.76637 -1.18367 3.82482
H -1.91092 -0.88153 0.15812
H 1.80667 1.53908 4.30299
H -5.84475 0.29368 1.35737
C -2.70384 -0.14499 0.16915
F 5.44763 -1.58893 -0.25881
C -0.77458 2.28625 -5.40381
C -0.90907 -3.31558 -0.82184
C -0.42683 2.02697 -4.08605
C -1.46908 -3.88253 -3.08964
C -3.90328 -0.43571 0.80425
*
```

HOMO energy: -5.042 eV
E_tot: -5627.14780 Eh
HOMO-LUMO gap: 7.3772 eV


Density functional theory data (ωB97M-V/def2-TZVPD) for an isolated molecule of C17H14FN3O2S2.

ORCA input file:
```
! RIJCOSX wB97M-V def2-TZVPD def2/J DEFGRID3
* xyz 0 1
H 1.30588 2.94330 0.84299
C -2.32175 -1.06019 2.99543
C -1.89620 2.75931 -0.24769
C 0.42778 2.57530 0.33786
C 1.77667 0.65638 -0.42599
N -2.92677 1.01655 -1.59759
H 6.36459 -2.02924 -0.39938
N 3.36960 -0.79640 -0.78513
O -4.60353 -0.80251 -1.65697
H -0.48025 -2.02705 2.43778
H 6.09256 -0.86954 -1.71833
C 0.52349 1.38503 -0.38343
C -3.49812 -0.48752 2.53573
O -2.29966 -1.34969 -2.31564
C -1.39825 -1.57159 2.10205
H -0.84099 4.18468 0.93888
F -0.75566 -2.01427 -0.10285
C -2.81704 -0.91036 0.27086
H -3.78223 1.54173 -1.50250
S -3.19481 -0.63363 -1.46944
C 3.82058 0.24262 -0.03524
C -1.80732 1.57184 -0.96676
C -1.65629 -1.49476 0.74165
C -0.59775 0.89858 -1.04920
C 4.27570 -1.87537 -1.05301
H -0.54785 -0.00199 -1.63645
C 2.05443 -0.54617 -1.04074
C 5.67198 -1.29890 -0.80870
H -4.22227 -0.09967 3.23468
H -4.64671 0.01866 0.78535
H 4.06994 -2.71080 -0.37119
H 4.16810 -2.22827 -2.08197
S 5.49318 0.07704 0.40835
H 1.44448 -1.21485 -1.60981
H -2.83791 3.28673 -0.19489
C -3.73748 -0.41115 1.17544
H -2.12394 -1.11408 4.05479
N 2.90496 1.13188 0.20313
C -0.77112 3.25838 0.38794
*
```

SMILES string: O=S(=O)(Nc1cccc(-c2cn3c(n2)SCC3)c1)c1ccccc1F
HOMO energy: -7.693 eV
E_tot: -1867.20758 Eh
HOMO-LUMO gap: 8.1208 eV


Density functional theory data (ωB97M-V/def2-TZVPD) for a structure of composition C42H35NOP2PtS at a distorted geometry.

ORCA input file:
```
! RIJCOSX wB97M-V def2-TZVPD def2/J DEFGRID3
* xyz 4 1
C 4.60405 2.21532 0.77635
H 4.44985 -2.42602 -0.05664
H -0.92683 3.45475 -2.98598
H 1.46047 -2.85376 3.89827
N -2.18631 -0.35009 -0.58466
H -2.31275 4.17988 1.72992
C -2.48680 -2.10385 2.22867
H 5.57612 2.33526 1.23757
C 2.61899 3.19359 -0.19603
H 2.05562 4.07191 -0.48867
C -0.81873 -3.80938 1.62047
H -2.74169 -1.08498 2.50447
H 5.11846 -3.83078 1.88598
C 3.86976 3.33348 0.40517
H 3.64711 -3.98677 3.86457
H -1.41260 -1.20551 4.40321
C 3.34453 -3.39009 3.01341
H -0.95859 0.51561 -5.73316
C 2.58830 -1.85849 0.86977
C -0.05525 -0.03835 3.16920
C 2.28335 1.15648 -4.83010
C -1.24986 3.58417 -1.96251
C -1.80853 -4.76835 1.64694
C 3.81033 -2.51097 0.81405
H -1.56284 -5.80122 1.43985
H -2.00561 -2.90598 -1.25907
H 1.31374 0.67695 -6.69354
Pt -0.08498 -0.42217 -0.30579
C -2.01262 3.99701 0.70688
C 0.75921 1.10674 3.10046
H -1.37728 0.39871 6.25770
H -2.68725 -3.93940 -3.44002
C 2.85822 0.80106 -0.02895
C 4.17750 -3.29603 1.90387
C 2.12327 1.36758 -3.48721
C 4.09952 0.92945 0.56382
C -3.51498 -0.75838 -4.06470
O 2.52664 -1.24225 -1.71752
C -0.01495 1.74567 5.28339
H 2.98108 1.59559 -2.86864
C -1.06694 3.03836 0.42575
C -3.12021 -4.40639 1.95369
H 0.19802 -4.09466 1.38766
C 0.81220 1.32593 -2.94394
H 3.26833 1.22528 -5.27221
H 4.67457 0.06302 0.86566
C -0.82555 -0.30116 4.31491
C -2.80287 -2.87693 -3.27721
H 4.26792 4.32453 0.58133
C -0.12036 0.75967 -5.09484
H -4.47812 -2.81194 2.49055
H -2.62325 5.14506 -2.44613
C -3.45829 -3.07128 2.23916
H -3.27437 0.89350 -2.67790
P 0.09479 -1.24672 1.90686
C 2.11078 -2.74357 3.03754
H 1.40027 2.87307 4.11811
H -1.30506 0.93416 -3.33564
C 1.16925 0.85001 -5.63346
H -3.97423 -0.15991 -4.83947
C -2.41584 -2.29741 -2.06422
H -2.55302 0.58830 -0.45844
C -2.19489 4.54213 -1.65660
H 1.39977 1.28156 2.24195
C -0.79761 0.59894 5.36646
C -3.12033 -0.16955 -2.85701
S 2.13146 -0.76669 -0.41073
C -1.14725 -2.46752 1.93573
H -2.49616 -0.92181 0.18539
C -0.67547 2.82961 -0.91578
C -2.58303 -0.95333 -1.87839
C 1.72125 -1.98204 1.94128
H -3.30648 5.51494 -0.10138
C -3.35029 -2.10234 -4.26338
H -0.61361 2.47158 1.23198
H -0.00097 2.44466 6.10978
H -3.89086 -5.16739 1.98254
C 2.11081 1.91864 -0.41314
C 0.77050 1.99435 4.15398
C -0.31202 0.98853 -3.75729
H -3.66782 -2.55371 -5.19082
P 0.57308 1.66264 -1.27104
C -2.57584 4.74952 -0.33209
*
```

HOMO energy: -19.254 eV
Energy relative to the best compared isomer or geometry (same formula, charge and spin): 20.1 kJ/mol
E_tot: -2950.22574 Eh
HOMO-LUMO gap: 4.7530 eV